# 1
Density functional theory data (ωB97M-V with the def2-TZVPD basis set) for a molecular structure, C10H13NPSV.

CARTESIAN COORDINATES (ANGSTROEM)
C 0.260 1.083 -1.954
C 0.214 2.441 -1.500
C -1.132 2.668 -1.083
C -1.985 1.687 -1.650
C -1.138 0.612 -2.059
V -0.234 -1.970 0.686
P 1.942 -1.012 0.531
H 1.151 0.494 -2.150
H 1.077 3.106 -1.338
H -1.475 3.578 -0.591
H -1.454 -0.384 -2.338
H -3.074 1.677 -1.618
H 2.904 -1.036 1.592
H 2.675 -0.342 -0.488
H 2.229 -2.337 0.040
S -1.823 -0.558 1.319
C -1.152 -1.562 2.545
N -0.807 -0.969 3.736
C -0.218 -1.704 4.724
C 0.206 -2.998 4.486
C -0.066 -3.639 3.272
C -0.870 -2.957 2.358
H -1.186 -0.044 3.941
H -0.110 -1.203 5.681
H 0.745 -3.503 5.283
H 0.295 -4.643 3.058
H -1.255 -3.221 1.332

Cartesian forces, eV/Å:
-1.98 0.21 -0.19
-0.25 -1.50 1.21
-0.07 1.22 -1.66
1.22 -1.03 1.15
1.57 1.22 0.15
1.42 1.65 -1.47
0.87 0.10 -0.21
-0.10 0.10 -0.33
-0.49 -0.44 0.09
0.00 0.00 -0.28
-0.01 -0.01 -0.29
0.27 -0.09 0.17
-0.22 0.08 -0.44
-0.07 -0.10 0.41
0.18 0.10 0.13
-1.30 0.37 -0.03
-0.89 -0.85 -1.40
0.24 1.45 1.37
0.64 -1.02 0.41
0.00 1.17 1.54
-0.34 -1.49 -1.08
-0.24 1.52 0.09
0.34 -0.71 -0.31
0.14 -0.16 -0.14
-0.12 0.01 -0.14
-0.01 0.22 0.06
-0.80 -2.01 1.19

Output
* HOMO level (spin up / spin down): -0.08967 / -0.08195 Ha
* energy above the lowest of the compared OMol25 structures with the same formula, charge and spin: 347.9 kJ/mol
* LUMO level (spin up / spin down): 2.6 / 2.3 eV
* gap between HOMO and LUMO (spin up / spin down): 5.03 / 4.48 eV
* 2S+1: 4
* net charge: -1



# 2
Density functional theory data (ωB97M-V with the def2-TZVPD basis set) for 9 unconnected molecules or ions with the total composition C34H61ClFO10PS.

CARTESIAN COORDINATES (ANGSTROEM)
C 2.759 -0.517 0.755
C 2.415 1.074 0.506
C 0.815 1.174 0.488
Cl 0.314 1.254 -1.311
P 0.059 2.706 1.302
C -1.127 1.967 2.630
C -2.376 1.422 1.753
C -2.347 -0.080 1.290
C -3.467 -0.710 0.399
C -4.624 0.238 -0.015
C -4.685 1.727 0.478
C -3.565 2.362 1.374
S 1.556 3.944 2.263
O 2.264 3.234 3.382
O 0.832 5.204 2.697
F 2.644 4.358 1.016
H 3.830 -0.768 0.449
H 2.011 -1.151 0.166
H 2.573 -0.684 1.884
H 2.840 1.344 -0.526
H 2.943 1.627 1.349
H 0.384 0.183 0.879
H -1.481 2.774 3.372
H -0.643 1.130 3.236
H -1.448 -0.725 1.603
H -3.368 -1.799 0.088
H -5.443 -0.194 -0.699
H -5.554 2.417 0.171
H -3.610 3.452 1.729
C -0.067 -2.842 -2.081
C -1.511 -3.120 -2.397
O -2.409 -2.564 -1.791
C -1.803 -4.111 -3.492
H -0.008 -2.108 -1.273
H 0.425 -3.761 -1.758
H 0.435 -2.434 -2.962
H -1.386 -5.086 -3.230
H -1.379 -3.759 -4.435
H -2.884 -4.212 -3.610
C -1.280 6.000 6.844
C -1.032 4.528 6.647
O -1.915 3.709 6.823
C 0.351 4.110 6.224
H -2.317 6.155 7.148
H -0.624 6.386 7.628
H -1.105 6.535 5.908
H 1.079 4.411 6.980
H 0.596 4.561 5.260
H 0.384 3.023 6.120
C 5.903 3.113 -0.252
C 6.148 1.642 -0.447
O 5.260 0.823 -0.273
C 7.530 1.221 -0.864
H 4.864 3.270 0.048
H 6.557 3.498 0.535
H 6.081 3.645 -1.188
H 8.255 1.521 -0.105
H 7.780 1.671 -1.827
H 7.561 0.133 -0.967
C 8.111 1.268 3.642
C 9.376 0.767 2.997
O 9.601 0.958 1.816
C 10.351 0.021 3.868
H 7.504 1.786 2.896
H 7.538 0.427 4.038
H 8.355 1.969 4.443
H 9.877 -0.875 4.273
H 10.695 0.667 4.679
H 11.214 -0.279 3.270
C 5.570 4.505 -4.972
C 5.156 3.407 -4.029
O 5.812 3.143 -3.037
C 3.899 2.647 -4.358
H 6.492 4.964 -4.610
H 5.752 4.091 -5.966
H 4.792 5.269 -5.017
H 4.007 2.151 -5.325
H 3.046 3.330 -4.376
H 3.724 1.888 -3.592
C -9.409 -1.169 -1.078
C -8.779 -0.556 0.144
O -7.576 -0.377 0.214
C -9.693 -0.171 1.277
H -8.632 -1.396 -1.811
H -9.916 -2.097 -0.808
H -10.117 -0.468 -1.523
H -10.213 -1.055 1.651
H -10.414 0.575 0.936
H -9.102 0.258 2.089
C 2.409 -7.784 -2.099
C 1.733 -6.504 -1.687
O 0.803 -6.046 -2.326
C 2.252 -5.812 -0.454
H 1.931 -8.171 -3.002
H 3.463 -7.596 -2.313
H 2.311 -8.528 -1.305
H 3.299 -5.536 -0.595
H 2.147 -6.469 0.412
H 1.672 -4.904 -0.276
C -10.946 -4.959 -3.635
C -10.359 -3.634 -4.042
O -10.444 -2.656 -3.323
C -9.662 -3.565 -5.375
H -11.416 -4.860 -2.654
H -11.705 -5.267 -4.357
H -10.157 -5.711 -3.570
H -10.364 -3.812 -6.175
H -8.816 -4.255 -5.388
H -9.289 -2.551 -5.537

Cartesian forces, eV/Å:
-0.49 0.91 0.35
0.49 -1.98 -0.39
1.36 -0.54 0.06
0.08 -0.14 1.25
-2.22 -0.45 -1.54
-0.71 -0.34 0.37
-1.74 -1.19 -1.39
-2.44 1.95 -1.02
0.30 4.58 1.70
2.40 0.83 1.75
2.73 -1.44 0.96
0.16 -4.42 -1.54
0.68 1.64 4.37
-0.92 1.78 -3.20
2.20 -3.53 -1.97
-1.67 -0.69 1.91
-1.63 0.41 0.59
1.08 0.77 0.72
0.44 -0.07 -1.79
-0.69 -0.06 1.84
-0.92 -0.42 -1.26
0.41 1.82 -0.50
0.62 -1.11 -1.29
-0.68 1.07 -0.90
-1.61 1.10 -0.46
-0.34 1.90 0.35
1.40 1.02 1.40
1.47 -1.45 0.48
0.09 -1.92 -0.65
-0.04 0.30 0.40
-0.46 0.30 0.32
0.44 -0.41 -0.33
-0.44 -0.03 0.02
-0.07 0.00 -0.15
0.01 0.00 -0.32
0.10 -0.18 0.01
0.21 0.10 -0.15
0.15 -0.16 0.04
0.13 0.08 0.03
-0.41 0.00 0.10
-0.47 -0.57 0.12
0.38 0.41 -0.12
-0.13 -0.34 -0.04
0.14 -0.05 -0.04
0.10 0.09 -0.18
0.19 0.06 0.11
0.06 0.14 -0.17
0.17 0.12 0.13
-0.02 0.14 0.02
-0.31 0.10 0.35
-0.33 -0.27 -0.10
0.54 0.36 -0.10
-0.08 -0.33 -0.02
0.12 -0.03 0.00
0.08 0.03 -0.08
0.21 -0.05 0.49
0.04 0.08 -0.13
0.04 0.15 0.12
-0.02 0.13 0.04
-0.14 0.16 -0.33
0.09 0.13 -0.71
-0.07 -0.09 0.59
0.29 -0.08 -0.29
0.08 -0.08 0.09
0.06 0.09 0.18
-0.07 -0.17 0.12
0.01 0.13 0.18
-0.13 -0.14 0.11
-0.13 0.05 0.06
0.34 0.13 0.24
0.29 -0.17 0.46
-0.32 0.01 -1.09
0.04 -0.26 0.36
-0.12 -0.08 -0.03
-0.19 0.10 -0.03
-0.03 -0.10 -0.20
-0.13 0.17 -0.06
0.02 -0.04 -0.20
0.03 0.11 -0.08
0.46 0.07 0.05
0.68 0.05 -0.11
-0.71 -0.07 0.02
0.31 0.17 0.30
-0.14 0.04 0.11
-0.19 0.16 -0.09
-0.15 -0.20 0.05
-0.17 0.10 -0.11
-0.14 -0.18 0.01
-0.06 -0.06 -0.12
-0.23 -0.06 -0.34
-0.53 0.24 -0.37
0.46 -0.28 0.33
-0.26 0.30 -0.04
0.05 0.07 0.13
0.02 -0.11 0.19
0.21 0.05 0.02
0.02 -0.16 0.14
0.21 0.00 -0.03
0.09 -0.13 0.00
-0.14 0.11 0.36
-0.05 0.61 0.42
-0.03 -0.56 -0.46
0.11 0.39 0.02
0.07 0.01 -0.14
0.16 -0.14 -0.05
-0.10 -0.07 -0.18
0.12 -0.18 0.00
-0.14 -0.11 -0.13
-0.06 -0.14 0.05

Output
* HOMO level: -0.30116 Ha
* structure (SMILES): CC[C@H](Cl)P(Cc1ccccc1)S(=O)(=O)F.CC(C)=O.CC(C)=O.CC(C)=O.CC(C)=O.CC(C)=O.CC(C)=O.CC(C)=O.CC(C)=O
* LUMO level: -0.1 eV
* gap between HOMO and LUMO: 8.11 eV
* net charge: 0



# 3
Density functional theory data (ωB97M-V with the def2-TZVPD basis set) for a gas-phase ion, C4H6N (charge +1).

CARTESIAN COORDINATES (ANGSTROEM)
C 1.304 -0.040 0.111
C 2.429 -0.524 -0.167
C 0.484 1.181 -0.184
C -1.110 -0.772 -0.167
N -0.111 0.043 0.506
H 0.852 1.924 0.500
H 0.393 1.231 -1.287
H -1.003 -0.798 -1.335
H -1.038 -1.771 0.201
H -2.112 -0.669 0.290
H -0.087 0.196 1.532

Cartesian forces, eV/Å:
-3.22 0.64 0.39
2.40 -1.24 -0.43
1.96 -0.43 -0.66
-1.40 -1.66 -1.03
1.61 0.57 0.16
-0.63 1.00 -0.35
-0.81 0.63 1.00
-0.30 0.52 2.50
1.12 -1.06 -0.14
0.22 1.45 -0.87
-0.95 -0.40 -0.56

Output
* HOMO level: -0.58701 Ha
* energy above the lowest of the compared OMol25 structures with the same formula, charge and spin: 540.2 kJ/mol
* LUMO level: -6.3 eV
* gap between HOMO and LUMO: 9.71 eV
* net charge: +1



# 4
Density functional theory data (ωB97M-V with the def2-TZVPD basis set) for a molecular structure, C15H20GdN9S3.

CARTESIAN COORDINATES (ANGSTROEM)
Gd -0.120 0.393 -0.238
N -3.393 -2.154 -1.822
C -2.329 -1.848 -1.069
S -2.569 -0.865 0.322
N -1.187 -2.446 -1.381
N -0.092 -1.964 -0.809
C 1.025 -2.620 -0.940
C 2.222 -2.045 -0.408
C 3.428 -2.769 -0.440
C 4.547 -2.243 0.156
C 4.464 -0.978 0.740
C 3.265 -0.299 0.666
N 2.156 -0.800 0.127
H -4.248 -1.644 -1.676
H -3.245 -2.639 -2.694
H 1.065 -3.574 -1.457
H 3.448 -3.733 -0.925
H 5.472 -2.798 0.179
H 5.315 -0.529 1.224
H 3.179 0.706 1.067
N 1.327 2.548 -0.552
C 1.269 3.550 0.519
C -0.185 3.701 0.983
N -0.754 2.432 1.458
C -0.595 2.175 2.893
C 0.524 1.164 3.162
N 0.242 -0.071 2.419
H 2.271 2.515 -0.940
H 0.717 2.862 -1.324
H 1.624 4.535 0.183
H 1.904 3.215 1.347
H -0.773 4.025 0.120
H -0.242 4.480 1.754
H -1.751 2.448 1.234
H -1.524 1.748 3.278
H -0.389 3.100 3.446
H 0.601 1.000 4.247
H 1.482 1.557 2.813
H -0.647 -0.457 2.747
H 0.963 -0.761 2.628
S -1.808 2.084 -1.579
C -1.377 0.941 -2.817
S 0.283 0.433 -2.925
C -2.340 0.492 -3.699
C -2.058 -0.391 -4.750
N -1.852 -1.130 -5.608
C -3.689 0.825 -3.514
N -4.804 1.032 -3.318

Cartesian forces, eV/Å:
-0.23 0.62 0.42
0.09 -0.04 -0.07
0.05 -0.14 0.53
-0.17 0.32 0.35
0.23 -0.63 -0.86
0.45 -0.82 0.06
-1.47 0.09 -0.30
0.84 0.46 0.40
-0.46 0.18 0.01
-0.03 0.36 0.17
0.07 -0.17 -0.09
0.00 0.07 0.10
0.37 -0.59 -0.40
0.02 -0.01 -0.04
0.03 0.03 0.04
-0.10 0.05 -0.01
-0.02 -0.10 0.02
0.10 -0.04 -0.03
0.08 0.08 0.02
0.02 0.03 0.03
0.25 0.46 -0.26
-0.31 0.12 0.11
0.40 0.03 -0.17
-0.58 0.14 -0.05
0.41 -0.29 0.06
-0.23 0.21 0.07
-0.03 -0.11 0.30
-0.26 -0.15 0.05
0.26 -0.32 0.27
0.00 -0.14 0.16
-0.02 0.13 -0.06
0.04 0.01 0.15
-0.03 -0.05 -0.06
0.31 -0.08 0.05
-0.02 0.08 0.00
-0.09 -0.08 -0.02
0.03 0.05 -0.15
0.00 0.02 0.05
0.24 -0.06 -0.21
-0.23 0.04 -0.15
-0.16 0.13 -0.19
0.05 0.37 -0.20
0.01 -0.16 -0.26
0.72 0.32 0.62
0.35 -0.56 -0.52
0.01 -0.14 -0.15
-0.78 0.20 0.25
-0.25 0.04 -0.06

Output
* HOMO level (spin up / spin down): -0.27616 / -0.27093 Ha
* energy above the lowest of the compared OMol25 structures with the same formula, charge and spin: 0.0 kJ/mol
* LUMO level (spin up / spin down): -0.9 / -2.1 eV
* gap between HOMO and LUMO (spin up / spin down): 6.62 / 5.28 eV
* 2S+1: 8
* net charge: 0



Question: What is the net charge in the fourth record?
Answer: 0



Question: The highest net charge belongs to which entry?
Answer: C4H6N